No. 1
Density functional theory data (ωB97M-V with the def2-TZVPD basis set) for a 2-piece molecular cluster, CH6SSi overall in a non-equilibrium geometry.

The energy above the lowest of the compared OMol25 structures with the same formula, charge and spin comes out at 256.4 kJ/mol. For the HOMO-LUMO gap, the calculation gives 0.327 hartree. The spin multiplicity is 1. The energy comes out at -19844.693 eV.

Cartesian coordinates (Å):
H1 -1.1136 1.7381 -2.2753
S1 1.5104 -1.1006 -0.0954
Si1 0.0237 0.4614 -0.4585
C1 -0.6106 0.8566 -2.0309
H2 -0.7750 -1.0530 2.9224
H3 -0.0566 0.4936 -2.9504
H4 -0.2373 0.9385 0.9315
H5 -0.1741 -1.3277 2.6064
H6 1.4331 -1.0068 1.3501


No. 2
Density functional theory data (ωB97M-V with the def2-TZVPD basis set) for CH7AlBCl2O2 as an isolated structure.

Its net charge is -1. For the HOMO-LUMO gap, the calculation gives 0.261 hartree. The spin multiplicity is 1. The energy comes out at -37566.435 eV.

Cartesian coordinates (Å):
C1 2.4098 1.9575 -0.9986
H1 0.1948 -2.7069 0.3389
O1 0.0148 0.3359 0.2442
B1 -0.5682 -0.9447 0.2412
H2 -3.6646 -0.7420 -0.3975
H3 -0.4916 0.8469 0.8828
H4 -2.8383 -3.0096 0.7407
H5 -2.9706 -0.7383 2.2033
O2 0.3551 -1.9101 -0.1734
H6 1.5267 1.7247 -0.4155
Cl1 2.4616 3.7068 -1.3215
H7 2.3843 1.4416 -1.9499
Al1 -2.6581 -1.3788 0.7190
Cl2 3.8444 1.4171 -0.1138